{"formula": "C19H39O2OsP3S", "method": "ωB97M-V/def2-TZVPD", "charge": 4, "lumo_energy_ev": [-13.5, -14.1], "s_squared": 6.02, "homo_energy_ev": [-17.91, -18.72], "orbital_gap_ev": [4.405, 4.667], "spin_multiplicity": 5, "elements": ["Os", "S", "P", "P", "P", "O", "O", "C", "C", "C", "C", "C", "C", "C", "C", "C", "C", "C", "C", "C", "C", "C", "C", "C", "C", "C", "H", "H", "H", "H", "H", "H", "H", "H", "H", "H", "H", "H", "H", "H", "H", "H", "H", "H", "H", "H", "H", "H", "H", "H", "H", "H", "H", "H", "H", "H", "H", "H", "H", "H", "H", "H", "H", "H", "H"], "positions_angstrom": [[-1.8828, -0.6727, 0.0987], [2.3010, 2.1259, -0.1806], [0.1597, -4.4064, 0.9776], [-1.5438, 3.9443, 1.9921], [1.7502, 0.4210, -3.2765], [0.4792, -0.9992, 1.9679], [2.0081, -1.2248, -0.7526], [1.7724, -0.5487, -1.6812], [1.6665, -4.6033, 1.9435], [0.4000, 1.6146, -3.3060], [-2.0991, -2.1367, -1.3291], [-2.3527, 5.4862, 2.5598], [3.2844, 1.5270, 1.1997], [-2.8684, -2.4370, -0.1914], [-3.8185, -0.1776, -0.3109], [3.3360, 1.2026, -3.3876], [-0.4400, -0.8125, 1.2211], [1.4276, -0.8409, -4.5020], [-3.7575, -1.4458, 0.2730], [-1.1195, -5.2301, 1.9851], [0.3892, -5.5351, -0.4127], [-2.2491, -0.8942, -1.9500], [-2.3792, 2.6498, 3.0149], [-3.0603, 0.1022, -1.4343], [0.0190, 3.8867, 2.9414], [2.7633, 3.8608, -0.1146], [3.0105, 4.1413, 0.9137], [4.1130, 0.4242, -3.3886], [-0.5378, 1.2435, -2.8605], [-4.2460, -1.6039, 1.2228], [1.5520, -1.8082, -3.9909], [-0.1009, 4.6046, 3.7717], [1.9229, 4.4696, -0.4653], [2.6674, 0.8512, 1.8061], [-3.3525, 2.3824, 2.5750], [3.4629, 1.8832, -2.5290], [-2.5319, 3.0507, 4.0319], [3.5965, 2.3842, 1.8061], [-1.2708, -4.6564, 2.9052], [2.3877, -3.8536, 1.6045], [1.4820, -4.5247, 3.0207], [4.1582, 0.9869, 0.8095], [3.3217, 1.7565, -4.3385], [1.1089, -6.2588, -0.0143], [-3.3760, 5.4558, 2.1464], [-2.3250, 5.5309, 3.6680], [-1.7595, 1.7343, 3.0640], [-2.7214, -3.4041, 0.3065], [1.9589, -5.6161, 1.6483], [0.8448, -4.9630, -1.2340], [-4.3997, 0.6465, 0.0722], [-0.5618, -6.0036, -0.7132], [-1.6413, -0.6768, -2.8198], [-0.7023, -6.2109, 2.2217], [0.1956, 1.8903, -4.3561], [0.8609, 4.1656, 2.2794], [-1.8047, 6.3106, 2.0723], [0.4069, -0.7478, -4.9041], [0.1935, 2.8586, 3.3250], [-2.0586, -5.3227, 1.4297], [0.7130, 2.5122, -2.7531], [-3.1515, 1.1020, -1.8572], [-1.3729, -2.8607, -1.7205], [2.1478, -0.7504, -5.3269], [3.6239, 4.0208, -0.7738]], "atomic_forces_ev_per_a": [[3.84, 5.64, 1.87], [-0.75, 0.06, 0.47], [-0.31, -2.19, 1.08], [-0.08, -0.13, 4.10], [0.46, -1.01, 1.64], [-3.80, 1.76, -3.04], [0.50, 0.00, -0.47], [-1.54, 1.11, -1.11], [0.02, 0.91, -0.12], [-0.11, 0.47, 0.40], [0.71, -2.01, -1.51], [-0.19, 0.16, -1.73], [0.29, -0.70, 0.16], [-0.56, -2.03, 0.19], [-3.00, 0.64, -0.65], [0.09, 0.39, -0.46], [6.73, -4.24, 5.38], [-0.09, -0.45, 0.08], [-2.24, -1.07, 1.88], [-0.31, 1.23, -0.16], [-0.16, 0.85, -0.66], [0.73, 0.01, -2.98], [-0.65, -0.86, -1.36], [-1.97, 0.73, -1.88], [1.05, -0.26, -1.12], [0.08, 0.51, -0.57], [-0.03, -0.03, -0.28], [-0.17, 0.28, -0.10], [0.55, -0.05, -0.20], [-0.35, -0.09, -0.04], [-0.01, 0.14, -0.52], [0.14, -0.19, -0.37], [0.23, -0.07, 0.02], [0.30, 0.15, -0.13], [0.14, 0.10, 0.42], [-0.02, -0.31, -0.46], [0.15, 0.06, -0.41], [-0.01, -0.36, -0.13], [-0.09, -0.26, -0.05], [0.27, -0.35, 0.25], [0.06, 0.06, -0.28], [-0.19, 0.23, 0.38], [0.35, 0.01, 0.17], [-0.21, -0.12, -0.41], [0.28, 0.32, 0.47], [0.06, -0.17, -0.62], [-0.25, 0.51, 0.02], [-0.36, 0.66, -0.06], [0.37, 0.18, 0.35], [-0.05, -0.59, -0.03], [-0.24, -0.22, 0.46], [0.46, 0.19, 0.04], [0.04, -0.03, 0.11], [0.00, -0.13, -0.02], [0.25, -0.13, 0.29], [-0.18, 0.07, 0.68], [-0.35, -0.02, 0.50], [0.37, -0.04, 0.16], [-0.13, 0.73, -0.31], [0.16, -0.18, 0.21], [-0.12, -0.21, -0.21], [0.44, -0.24, -0.02], [-0.37, 0.41, 0.14], [-0.12, -0.08, 0.22], [-0.14, 0.22, 0.33]]}